Computed, not measured: C2Ag4O6 as an isolated structure at a distorted geometry, with ωB97M-V/def2-TZVPD.

Energy in a.u.: -1114.92228
Orbital gap in eV: 2.05
F_max in hartree/bohr: 0.196
LUMO in eV: -3.795
E_HOMO in Ha: -0.21492

```
12
C2Ag4O6, DFT ωB97M-V/def2-TZVPD
Ag -22.5090 -3.6682 -13.2258
Ag -24.8006 -1.3638 -6.9238
Ag -19.8222 -7.1362 -11.5146
Ag -18.6484 -2.4536 -10.0161
O -14.7520 -1.8725 -6.3228
O -16.3356 -2.7259 -7.3021
O -21.0191 -4.9376 -7.6885
O -23.2197 -4.7908 -7.5553
O -15.8886 -0.8866 -7.9009
O -22.2169 -4.9015 -9.5932
C -22.1918 -4.9223 -8.2872
C -15.6456 -1.7108 -7.1467
```

Mulliken atomic charge list, values in e, 5 entries: 0.1801 0.4969 0.3335 0.5133 -0.4529

Computed, not measured: a 3-piece molecular cluster, C34H49ClF2N2O8P overall at a distorted geometry, with ωB97M-V/def2-TZVPD.

Energy relative to the best compared isomer or geometry (same formula, charge and spin) in kJ/mol: 486.0
Energy in a.u.: -3037.31153
Net charge: +1
Orbital gap in eV: 6.62
F_max in hartree/bohr: 0.087
LUMO in eV: -3.058
E_HOMO in Ha: -0.35559

```
97
C34H49ClF2N2O8P, DFT ωB97M-V/def2-TZVPD
Cl 2.4106 -1.8121 -0.3976
P 0.3877 -2.2913 -0.7373
F -4.4734 -4.6176 0.5244
F -0.0743 -1.1392 -11.1268
O -3.8016 -6.8991 3.0042
O -3.3206 -5.5064 4.7082
O 1.3359 2.9499 -10.1785
O -3.7226 -4.6732 2.6471
O 1.1424 1.1321 -8.8588
O 0.7153 0.9679 -11.0663
O -0.0957 -2.9733 0.7296
O 0.4443 -0.9511 -5.7897
N -0.5706 -0.7727 -1.0615
N 4.1847 0.2581 5.4762
C -3.2960 0.1323 3.6542
C -0.0183 0.5655 -0.7065
C -1.9616 -1.1389 -0.6042
C 0.9636 2.2875 5.8735
C 6.1740 -0.7885 6.0692
C 0.8742 -0.3477 -10.5706
C -2.2895 -0.6981 0.8703
C -4.2289 -6.6707 1.6646
C -1.9864 2.2294 4.6298
C 2.1661 1.7702 4.9677
C -0.0802 1.5473 -1.9996
C 0.8363 -0.3919 -4.7982
C 5.0757 0.7440 4.5194
C 2.9187 1.1956 -4.5930
C 1.4882 1.0240 -4.9118
C 3.5618 2.5074 -4.6813
C -0.8318 3.2347 4.1670
C -3.5907 -5.6793 3.5673
C -2.4197 1.4111 3.3594
C 0.7523 2.2146 -5.3248
C 2.8075 3.6927 -5.1186
C 0.7705 -1.0277 -3.3471
C -1.0950 0.7171 -2.9054
C 2.7433 0.4790 5.6854
C -3.5534 -1.3953 1.5032
C -4.2353 -0.3221 2.4617
C 1.0871 1.7969 -10.0471
C -3.6752 -5.3045 1.3829
C 6.3241 0.0958 4.8658
C -0.5940 -0.7382 -2.5883
C 1.3973 3.5269 -5.4485
C 0.2292 3.5477 5.2851
C 0.6462 -0.1820 -9.0969
C 4.7581 -0.6083 6.4032
H -5.1849 -0.7211 2.9045
H -1.2451 -1.5798 -2.9590
H -0.5191 1.1870 0.0724
H -5.3202 -6.6977 1.6208
H 0.1440 -2.3394 1.4414
H -1.4593 1.0370 2.8837
H 1.8665 -0.7220 -10.8344
H 2.9287 2.5590 4.7603
H 1.6948 1.4042 4.0072
H -3.9901 0.4096 4.5034
H -4.2650 -1.8420 0.7655
H -3.8318 -7.4297 0.9917
H 0.9844 -2.1226 -3.4876
H 3.5802 0.3505 -4.2782
H -4.4347 0.6048 1.8455
H 1.4436 2.5744 6.8568
H -2.6444 -0.6880 4.0606
H -2.5108 0.4095 0.8411
H 4.6358 2.6508 -4.4199
H -0.2321 4.1001 6.1480
H 0.8102 4.4115 -5.7967
H 0.2946 1.4186 6.0975
H -1.7005 1.6049 5.5107
H -0.3536 2.8282 3.2327
H 1.0644 0.6535 -0.4195
H 4.2814 -1.1103 7.2697
H -2.8729 2.0950 2.5840
H -0.3352 2.1274 -5.5697
H 1.5849 -0.5100 -2.7616
H -2.1443 -2.2535 -0.6723
H 3.3111 4.6828 -5.2099
H 2.1973 -0.4026 5.2371
H -1.3753 -0.8109 1.5154
H 7.2688 0.2331 4.2863
H -2.0846 0.9754 -2.4218
H -1.2813 1.0143 -3.9626
H -3.1693 -2.1973 2.1968
H 4.8048 1.4546 3.7177
H 2.4681 0.5070 6.7759
H -0.7215 2.3978 -1.6355
H -0.4119 -0.2242 -8.8288
H 6.9457 -1.4145 6.5568
H -2.7597 -0.6860 -1.2581
H -2.6472 -5.3032 1.0103
H 1.1872 -0.9185 -8.5046
H -2.8543 2.8725 4.9590
H 0.8925 1.8860 -2.4226
H 1.0108 4.2198 4.8310
H -1.3308 4.2058 3.8985
```

Mulliken atomic charge list, values in e, 5 entries: -0.1699 0.2779 -0.3108 -0.2850 -0.3156

Computed, not measured: C49H38ClN9NaO5S as an isolated structure, with ωB97M-V/def2-TZVPD.

Energy relative to the best compared isomer or geometry (same formula, charge and spin) in kJ/mol: 64.7
Energy in a.u.: -3779.95097
Net charge: -1
Orbital gap in eV: 6.22
F_max in hartree/bohr: 0.006
LUMO in eV: 2.012
E_HOMO in Ha: -0.15481

```
104
C49H38ClN9NaO5S, DFT ωB97M-V/def2-TZVPD
Cl -5.7811 4.5137 2.7696
S 2.2303 1.6311 1.5257
Na -0.1047 0.3634 -0.3935
O 1.3043 2.4681 2.2452
O -5.0012 -0.1158 -1.8978
O 2.2783 0.2301 1.9006
O -1.8007 1.9204 -0.6704
O 1.6143 0.4271 -4.3939
N 2.2311 3.9873 -0.1455
N -1.4727 0.0000 1.5768
N -0.3368 -2.0434 0.2120
N 1.2179 -0.5006 -2.3780
N 1.6211 2.6741 -2.0456
N -1.5071 -0.1582 -2.7456
N 2.0335 1.6326 -0.0622
N -3.2794 -1.0338 -0.7611
N 7.7445 3.6634 2.5236
C -4.4481 -1.1728 0.1054
C -5.4085 -2.6780 1.8660
C -4.5014 -2.4926 0.8268
C -1.0894 1.1600 -4.6963
C -5.6169 -0.8950 -0.8527
C 1.6875 5.0501 -2.2098
C -3.6413 -3.5306 0.4861
C 2.8983 -0.0841 -3.9745
C 0.7534 0.0479 -3.4173
C -3.3157 0.9321 -3.8607
C 0.1035 -3.0437 -0.5002
C -4.2152 4.2949 0.5408
C 1.4858 3.7862 -2.7433
C 0.1570 -4.5276 1.3676
C -3.2791 3.6857 -0.2456
C 2.6834 -0.4184 -2.4960
C -5.4683 -3.8854 2.5451
C -3.6645 -0.3951 -1.7750
C 5.3450 3.8470 2.8436
C 4.4301 -3.8823 -0.6426
C -4.5626 3.7327 1.7780
C 3.7973 -2.8960 0.1056
C -0.3035 -3.4623 2.1749
C 1.9556 2.8036 -0.7357
C 3.9807 -2.6271 -2.6474
C 4.5245 -3.7427 -2.0181
C -1.2136 -1.2818 3.6596
C -2.4383 1.4497 -4.7988
C -3.6952 -4.7367 1.1708
C -0.4824 -3.5824 3.5742
C -3.9502 2.5863 2.2024
C -0.9027 -2.5011 4.2950
C 6.4417 3.2113 2.2675
C 3.8641 2.2601 1.8253
C -0.6772 0.3498 -3.6439
C 3.2624 -1.7826 -0.5193
C -2.7958 0.1362 -2.8473
C -2.4180 0.7415 2.0202
C 6.2314 2.0858 1.4684
C 4.9499 1.6149 1.2505
C -2.9681 1.9383 1.4281
C 2.0853 5.0735 -0.8816
C 3.3422 -1.6419 -1.9055
C -4.6095 -4.9197 2.1982
C -1.1117 -1.1442 2.2955
C 4.0611 3.3749 2.6180
C 0.3446 -4.3315 0.0311
C -0.5770 -2.2346 1.5346
C -2.6091 2.4639 0.1268
H -1.0034 -2.5737 5.3711
H -3.0026 4.1063 -1.2050
H 0.7076 -5.1240 -0.6101
H 5.5015 4.7212 3.4662
H -0.2594 -4.5260 4.0584
H 2.7753 -1.0121 0.0704
H -4.6969 5.2108 0.2201
H -1.5227 -0.4367 4.2599
H -4.3735 1.1478 -3.8897
H 7.8010 4.6398 2.7658
H -3.0047 -5.5298 0.9109
H 4.0624 -2.5445 -3.7238
H 1.5573 5.9517 -2.7901
H 2.2999 6.0162 -0.3839
H 3.7169 -2.9884 1.1817
H 4.7831 0.7396 0.6332
H 0.3635 -5.4877 1.8286
H -4.2183 2.1657 3.1657
H 8.4115 3.4237 1.8075
H 2.9658 0.4414 -1.8813
H 5.0206 -4.5030 -2.6095
H -6.1742 -4.0143 3.3563
H 3.6440 0.6909 -4.1354
H -0.3638 1.5527 -5.3939
H -2.9214 0.4560 2.9570
H -4.3948 -0.3671 0.8470
H 3.1953 3.8717 3.0352
H 1.2030 3.6595 -3.7862
H 3.1228 -0.9509 -4.5997
H -6.0064 -1.8178 -1.2938
H 4.8503 -4.7532 -0.1544
H -6.4275 -0.3148 -0.4188
H 7.0819 1.5807 1.0235
H -6.0605 -1.8609 2.1573
H -4.6438 -5.8581 2.7376
H -2.9070 -3.3666 -0.2925
H 0.3074 -2.8264 -1.5442
H -2.8032 2.0849 -5.5959
```

Mulliken atomic charge list, values in e, 5 entries: -0.2927 1.6187 0.4062 -0.7740 -0.4853

Computed, not measured: an isolated molecule of C2H6BrNO at a distorted geometry, with ωB97M-V/def2-TZVPD.

Energy relative to the best compared isomer or geometry (same formula, charge and spin) in kJ/mol: 239.0
Structure (SMILES): C[C@@H](O)NBr
Energy in a.u.: -2783.68043
Orbital gap in eV: 9.84
F_max in hartree/bohr: 0.080
LUMO in eV: 0.581
E_HOMO in Ha: -0.34010

```
11
C2H6BrNO, DFT ωB97M-V/def2-TZVPD
Br 2.5350 0.0463 -0.2377
O -1.3400 -1.2803 -0.5080
N 1.2820 -0.2731 1.0003
C -0.4355 -0.4174 0.3718
C -0.3821 0.8779 -0.3406
H -0.0183 0.7476 -1.4205
H -0.6823 -0.5291 1.4216
H -1.1661 -0.8891 -1.4251
H 0.2952 1.5669 0.2396
H 1.3336 -1.2270 1.3093
H -1.4215 1.3773 -0.4106
```

Mulliken atomic charge list, values in e, 5 entries: -0.0291 -0.4982 -0.5499 0.4535 -1.4925

Computed, not measured: a 3-piece molecular cluster, C6H14O2 overall at a distorted geometry, with ωB97M-V/def2-TZVPD.

Energy relative to the best compared isomer or geometry (same formula, charge and spin) in kJ/mol: 236.8
Structure (SMILES): C=CCC(=C)C.O.O
Energy in a.u.: -387.41733
Orbital gap in eV: 9.38
F_max in hartree/bohr: 0.037
LUMO in eV: 0.476
E_HOMO in Ha: -0.32725

```
22
C6H14O2, DFT ωB97M-V/def2-TZVPD
O -1.5804 -1.2032 2.0310
O -0.6225 -2.2754 -2.0947
C 0.6246 1.0636 2.1108
C -1.3628 1.2064 -1.9667
C 0.4048 1.6537 -0.2606
C -0.2072 0.8839 -1.4085
C 0.9743 0.7987 0.8651
C 1.7919 -0.4209 0.4956
H -1.1960 -2.0608 1.7926
H -2.5068 -1.4556 2.1553
H -1.8097 0.4444 -2.6062
H 0.1090 -0.1172 -1.6661
H -0.9070 -3.1791 -2.2663
H 0.3279 -2.3511 -1.9543
H 0.0383 1.9125 2.4597
H 1.8696 -1.0550 1.3844
H -1.8646 2.1293 -1.6953
H 1.0136 0.5178 2.9720
H 2.8204 -0.1004 0.3679
H 1.2813 -1.0012 -0.2611
H -0.4088 2.2698 0.1172
H 1.2100 2.3400 -0.5719
```

Mulliken atomic charge list, values in e, 5 entries: -0.5743 -0.6176 -1.1678 -0.9766 -0.3776

Computed, not measured: C5H5N6 as an isolated structure at a distorted geometry, with ωB97M-V/def2-TZVPD.

Energy relative to the best compared isomer or geometry (same formula, charge and spin) in kJ/mol: 197.2
Energy in a.u.: -521.99114
Net charge: -1
Orbital gap in eV: 9.07
F_max in hartree/bohr: 0.124
LUMO in eV: 3.697
E_HOMO in Ha: -0.19751

```
16
C5H5N6, DFT ωB97M-V/def2-TZVPD
N 3.9416 -1.0700 -0.3275
N 4.4335 1.0597 -0.0540
N 4.8859 -0.1004 -0.3670
N -1.0063 -0.9160 -0.5191
N 0.1065 -0.5039 0.0272
N 3.1195 0.9334 0.1822
C 1.2123 -1.2910 0.4714
C -1.0958 1.2989 -0.2626
C -1.7428 0.1822 -0.7283
C 2.9081 -0.3396 -0.0632
C 0.1109 0.8001 0.1783
H 1.2265 -2.1720 -0.0892
H -2.7358 0.2514 -1.2001
H 0.8456 1.4504 0.5217
H -1.5757 2.2084 -0.3262
H 1.2682 -1.1855 1.4703
```

Mulliken atomic charge list, values in e, 5 entries: -0.4444 -0.4777 -0.3500 -1.1633 0.8932